132
Properties=species:S:1:pos:R:3 method="wB97M-V/def2-TZVPD" spin_multiplicity=3 orbital_gap_ev="5.88 / 6.56" de_lowest_kj_mol=3.2 lumo_ev="0.2 / 0.1" e_tot_ha=-6608.23105
V -0.48390 0.86828 0.40958
C -2.46769 -0.09965 3.80399
Si -1.67446 -0.37238 2.10144
C -0.02543 -1.33150 2.45712
C 0.02624 -2.72496 2.59309
C 1.23252 -3.41085 2.70403
C 2.42237 -2.69911 2.68528
C 2.40660 -1.31615 2.56862
C 1.21192 -0.61407 2.45773
P 0.96232 1.24171 2.42809
C 1.29597 1.59871 4.30776
C 0.15898 1.56987 5.34368
C -0.06566 0.22316 6.02682
C 1.20228 -0.15775 6.78074
C 2.34253 -0.32220 5.78244
C 2.55791 0.92310 4.90659
C 1.97268 2.84684 1.98730
C 1.64500 3.58022 0.67386
C 2.73791 3.61864 -0.38420
C 4.06075 4.07969 0.22330
C 4.46785 3.12618 1.34459
C 3.41712 3.10244 2.45764
C -3.23939 -1.15094 1.26222
C -4.36827 -1.53679 1.99144
C -5.61927 -1.67063 1.39607
C -5.77000 -1.39846 0.04574
C -4.65440 -1.06051 -0.71396
C -3.40013 -0.96105 -0.12293
P -1.82000 -0.77348 -1.02315
C -2.28592 -0.39650 -2.78843
C -3.13827 -1.42429 -3.58098
C -2.72298 -1.50032 -5.05573
C -2.54774 -0.09247 -5.62489
C -1.39583 0.65880 -4.91406
C -1.02784 -0.00812 -3.58606
C -1.25392 -2.57534 -1.01017
C -2.30580 -3.64933 -0.69292
C -1.62680 -5.01316 -0.53527
C -0.86107 -5.41271 -1.79434
C 0.16467 -4.33777 -2.14388
C -0.51114 -2.97324 -2.29593
H -2.59378 -1.05431 4.32979
H -3.45270 0.36100 3.68617
H -1.88392 0.54563 4.44157
H -0.90562 -3.28555 2.61019
H 1.24475 -4.49117 2.79899
H 3.37124 -3.21837 2.76148
H 3.35592 -0.79375 2.56919
H 1.53684 2.65565 4.23918
H -0.74839 1.97724 4.90297
H 0.44366 2.27491 6.13705
H -0.29657 -0.55105 5.29192
H -0.91609 0.29378 6.70977
H 1.06241 -1.08513 7.34083
H 1.44082 0.62922 7.50750
H 2.11778 -1.18830 5.16542
H 3.28057 -0.53561 6.30267
H 3.28133 0.68317 4.12424
H 3.03330 1.68233 5.53816
H 1.32884 3.36759 2.69771
H 1.42446 4.61899 0.94958
H 0.72794 3.18730 0.24740
H 2.42911 4.28523 -1.19313
H 2.87109 2.63175 -0.81778
H 3.93751 5.08786 0.63936
H 4.83838 4.13570 -0.54197
H 5.42442 3.42830 1.77753
H 4.60540 2.12383 0.93310
H 3.43279 4.08427 2.94572
H 3.71517 2.38325 3.21705
H -4.28343 -1.71934 3.05770
H -6.47706 -1.96054 1.99308
H -6.74677 -1.46325 -0.42036
H -4.78215 -0.87288 -1.77013
H -2.87772 0.51955 -2.67409
H -4.18443 -1.11903 -3.56033
H -3.10128 -2.41407 -3.12603
H -3.49172 -2.03873 -5.61343
H -1.79310 -2.06643 -5.17115
H -3.49021 0.44974 -5.48930
H -2.36756 -0.13788 -6.70016
H -1.68453 1.69795 -4.73738
H -0.50706 0.68402 -5.54838
H -0.37869 0.63563 -2.99415
H -0.43708 -0.89648 -3.79619
H -0.52896 -2.58090 -0.19335
H -3.04593 -3.70243 -1.49971
H -2.84550 -3.41660 0.22010
H -2.37472 -5.76880 -0.28312
H -0.92318 -4.95796 0.30470
H -1.56751 -5.52233 -2.62562
H -0.37109 -6.37894 -1.65512
H 0.68838 -4.59307 -3.06899
H 0.91429 -4.28350 -1.34681
H -1.22148 -3.03432 -3.12645
H 0.22926 -2.22234 -2.55858
C -2.33477 3.92704 -3.42110
C -2.36465 3.75454 -1.92456
C -2.96922 4.68644 -1.09067
C -2.91856 4.47980 0.27174
C -2.29145 3.35356 0.76980
Br -2.22892 3.20559 2.64941
N -1.73692 2.38730 0.00334
C -1.78633 2.65019 -1.33883
H -2.71929 4.90678 -3.70625
H -2.94450 3.16867 -3.91784
H -1.31720 3.83558 -3.80430
H -3.46767 5.55732 -1.50174
H -3.35916 5.18435 0.96232
H -1.29247 1.91566 -1.96539
C 2.16948 -1.86162 -0.53933
C 2.32708 -0.37791 -0.94060
C 3.60819 0.17710 -0.24466
C 1.09995 0.43846 -0.50279
C 2.63686 -0.29933 -2.45432
C 2.25362 0.76563 -3.26763
C 2.60575 0.81951 -4.61316
C 3.36523 -0.18973 -5.18545
C 3.77745 -1.24816 -4.38750
C 3.41907 -1.29606 -3.04685
H 1.43544 -1.96380 0.25416
H 3.10773 -2.29120 -0.18089
H 1.84562 -2.45899 -1.38482
H 3.38321 0.53679 0.75695
H 4.03350 0.99765 -0.81680
H 4.37849 -0.59977 -0.18109
H 1.07900 1.39205 -1.07973
H 1.66989 1.58626 -2.86905
H 2.27990 1.66221 -5.21275
H 3.63518 -0.14932 -6.23321
H 4.38273 -2.04263 -4.80752
H 3.76055 -2.13476 -2.44959


69
Properties=species:S:1:pos:R:3 method="wB97M-V/def2-TZVPD" orbital_gap_ev=5.40 de_lowest_kj_mol=44.7 lumo_ev=2.0 charge=-1 e_tot_ha=-2209.61199
K -0.06591 1.62750 -0.29169
C -2.89219 -2.69130 -0.89011
C -1.81478 -2.56324 0.15556
C -1.78158 -3.47934 1.21615
C -0.77312 -3.36802 2.16236
C -0.68516 -4.35926 3.29690
C 0.17345 -2.35971 2.07802
C 0.17055 -1.37731 1.04536
C -0.87974 -1.55656 0.07231
N 1.01033 -0.35631 0.87014
C 2.02294 0.02053 1.84834
C 2.55417 1.41087 1.41927
C 1.48941 0.23474 3.27817
C 3.19837 -0.97671 1.86200
H -3.07160 -3.73952 -1.13749
H -2.63172 -2.16698 -1.81118
H -3.84396 -2.28296 -0.53730
H -2.51619 -4.27483 1.28118
H -1.49076 -5.09257 3.24044
H -0.74857 -3.86143 4.26705
H 0.26491 -4.89905 3.27350
H 0.95134 -2.34927 2.82689
H -0.92245 -0.91065 -0.80587
H 1.96787 2.21142 1.87617
H 2.51558 1.54143 0.33643
H 3.60259 1.53001 1.70708
H 0.60768 0.87865 3.24520
H 2.25132 0.73452 3.88614
H 1.21869 -0.68614 3.78800
H 3.47864 -1.24466 0.84087
H 2.93028 -1.90060 2.37458
H 4.07416 -0.55592 2.36611
F -5.75683 -0.35007 -1.76581
C -5.72937 0.38343 -0.64114
C -4.60349 0.53359 0.07080
N -4.56905 1.26885 1.23029
C -3.28566 1.41339 1.91000
C -2.26131 2.24903 1.10102
O -1.25069 2.59830 1.73998
O -2.46250 2.41049 -0.12070
C -5.66738 1.94249 1.69073
O -5.69023 2.64335 2.68457
N -6.81332 1.75719 0.92567
C -6.97094 1.02051 -0.23708
O -8.03845 0.95158 -0.81465
H -3.66299 0.08806 -0.21827
H -2.85732 0.41596 2.03916
H -3.45104 1.84222 2.89151
H -7.62791 2.24662 1.26393
C 3.00001 0.14030 -2.06175
C 4.24600 -0.20674 -2.91262
N 4.55152 0.88567 -3.84080
C 4.79231 2.10191 -3.06588
C 3.53255 2.46616 -2.24169
N 2.48266 1.46271 -2.44647
C 2.13626 1.43362 -3.86977
C 3.39794 1.10264 -4.71363
H 3.21690 0.14846 -0.99580
H 2.19934 -0.58889 -2.19980
H 4.08952 -1.11556 -3.49829
H 5.12326 -0.37217 -2.28274
H 5.06234 2.90325 -3.75840
H 5.65385 1.92564 -2.41767
H 3.13181 3.43852 -2.54038
H 3.75641 2.51944 -1.17470
H 1.71477 2.40391 -4.14328
H 1.35688 0.68235 -4.01352
H 3.64080 1.91602 -5.40206
H 3.24883 0.20046 -5.31134


21
Properties=species:S:1:pos:R:3 method="wB97M-V/def2-TZVPD" orbital_gap_ev=7.99 de_lowest_kj_mol=378.9 lumo_ev=0.8 e_tot_ha=-395.74738
C 1.40721 0.98299 -1.26738
C 0.53727 1.48952 0.96869
N 0.39846 0.64459 -0.24583
H -0.67147 0.64726 -0.56096
H 2.40390 0.73362 -0.89916
H 1.50290 1.30561 1.43526
H 1.21154 0.43534 -2.18544
H 1.35635 2.05098 -1.47453
H -0.26594 1.23052 1.65019
H 0.44838 2.53231 0.66214
N -1.77690 -0.36640 -0.17612
C 0.29191 -0.86720 0.07888
N -2.19508 -0.12987 1.17864
N 0.31829 -1.72327 -1.04479
N 0.70728 -1.19487 1.24373
H -2.27255 -1.17154 -0.56477
H -1.87654 -0.89286 1.78184
H -3.20743 -0.08032 1.24226
H -0.26694 -1.44021 -1.81727
H 1.25292 -1.97896 -1.33859
H 0.69643 -2.20725 1.33323